87
Properties=species:S:1:pos:R:3 method="wB97M-V/def2-TZVPD" orbital_gap_ha=0.1520 charge=-2
Na -0.3465 -1.1793 2.0380
O -2.7015 -3.2815 4.7622
C -2.0617 -2.9825 3.7457
O -1.1985 -2.0873 3.5792
C -2.3596 -3.8274 2.4854
C -3.2488 -4.8968 2.5597
C -3.5074 -5.6321 1.4177
C -2.8814 -5.2771 0.2319
C -2.0144 -4.1963 0.2469
N -1.7519 -3.4893 1.3463
H -3.7069 -5.1059 3.5162
H -4.1929 -6.4718 1.4468
H -3.0579 -5.8172 -0.6894
H -1.5099 -3.8744 -0.6598
C 1.4290 -2.5931 -0.3495
N 1.4247 -1.1132 -0.2598
P -0.1754 -0.4229 -0.6389
C 0.1250 1.0075 -1.7683
C -0.9786 1.6488 -2.3308
C -0.8206 2.7257 -3.1906
C 0.4543 3.1842 -3.5078
C 1.5582 2.5555 -2.9479
C 1.3945 1.4789 -2.0838
C -0.1835 -1.5248 -2.4650
C 0.8021 -1.6282 -3.4534
C 0.5715 -2.2511 -4.6732
C -0.6802 -2.8025 -4.9517
C -1.6815 -2.7120 -3.9946
C -1.4227 -2.0778 -2.7772
P 2.2381 -0.6757 1.2494
C 3.9943 -0.9436 0.7458
C 4.3884 -1.0899 -0.5787
C 5.7308 -1.2515 -0.9121
C 6.6983 -1.2708 0.0815
C 6.3147 -1.1323 1.4122
C 4.9753 -0.9763 1.7383
C 2.1158 1.0535 1.4278
C 0.7929 1.4255 2.0961
C 0.9654 2.8001 2.7222
C 1.8196 3.7117 2.1891
C 2.7474 3.3893 1.1490
C 2.9201 2.0365 0.8736
H 1.4322 -2.9337 -1.3814
H 0.5749 -3.0566 0.1611
H 2.3359 -2.9738 0.1259
H -1.9794 1.3020 -2.0891
H -1.6949 3.2147 -3.6053
H 0.5827 4.0340 -4.1687
H 2.5567 2.9181 -3.1651
H 2.2580 1.0091 -1.6289
H 1.7855 -1.1989 -3.2601
H 1.3624 -2.3060 -5.4157
H -0.8690 -3.2876 -5.9029
H -2.6630 -3.1321 -4.1957
H -2.2205 -2.0026 -2.0363
H 3.6234 -1.0743 -1.3490
H 6.0192 -1.3579 -1.9520
H 7.7441 -1.3932 -0.1762
H 7.0643 -1.1459 2.1953
H 4.6741 -0.8621 2.7743
H 0.6176 0.7051 2.9101
H 0.4140 3.0553 3.6218
H 1.8531 4.7089 2.6262
H 3.4093 4.1379 0.7319
H 3.7592 1.7319 0.2491
C -2.7580 0.1939 1.0822
C -1.8598 1.3775 1.5090
C -1.9893 1.4375 3.0482
C -0.3343 1.2476 1.0148
C -2.4583 2.6790 0.9506
C -3.5801 2.7192 0.1212
C -4.0767 3.9205 -0.3826
C -3.4646 5.1212 -0.0654
C -2.3417 5.1006 0.7582
C -1.8485 3.9025 1.2496
H -2.4084 -0.7494 1.5038
H -2.7887 0.0546 0.0037
H -3.7775 0.3468 1.4535
H -1.6749 0.5057 3.5269
H -3.0409 1.5879 3.3166
H -1.4113 2.2523 3.4768
H -0.1656 2.0867 0.3424
H -4.0848 1.8039 -0.1558
H -4.9444 3.9060 -1.0333
H -3.8423 6.0564 -0.4632
H -1.8304 6.0251 1.0043
H -0.9381 3.8998 1.8406


93
Properties=species:S:1:pos:R:3 method="wB97M-V/def2-TZVPD" orbital_gap_ha="0.1968 / 0.1395" relative_energy_ev=0.0463 charge=+2
Sn -1.5872 1.0658 0.2968
C 0.6223 -5.6435 1.8030
C 0.9741 -4.3539 1.6944
C 2.1726 -3.8418 0.9663
C 2.0779 -3.5625 -0.5691
C 1.2499 -4.5201 -1.3549
C 1.1712 -5.8360 -1.1168
C 2.0037 -6.5862 -0.1303
C 1.4082 -6.8005 1.2967
C -3.5131 0.7148 -0.6684
H -0.2795 -5.9299 2.3386
H 0.3813 -3.6114 2.2461
H 3.0208 -4.4924 1.2080
H 2.3699 -2.8521 1.4190
H 1.6829 -2.5479 -0.7586
H 3.1101 -3.5394 -0.9615
H 0.7613 -4.0760 -2.2192
H 0.5015 -6.4630 -1.7104
H 2.9679 -6.0769 -0.0137
H 2.2189 -7.5792 -0.5640
H 0.7945 -7.7176 1.2923
H 2.2801 -7.0046 1.9669
H -4.2182 0.5436 0.1479
H -3.3113 -0.1908 -1.2487
H -3.9125 1.4966 -1.3354
P 0.5065 2.8074 1.1015
P -0.7654 2.9276 -2.0090
C 1.4978 2.5161 -0.4007
C 1.0048 2.8267 -1.6184
C 1.1528 4.4913 1.5340
C 2.4756 4.8162 1.2035
C 3.0083 6.0677 1.5135
C 2.2276 7.0313 2.1475
C 0.8847 6.7379 2.4290
C 0.3381 5.4865 2.1141
C 1.4396 1.6792 2.2091
C 1.4298 0.3047 1.8878
C 1.6203 -0.6423 2.8937
C 2.1095 -0.2349 4.1389
C 2.2966 1.1270 4.4088
C 1.8988 2.0913 3.4685
C -0.5218 4.4418 -3.1036
C 0.1252 5.5738 -2.5658
C 0.5636 6.6110 -3.3962
C 0.3419 6.5537 -4.7792
C -0.3794 5.4799 -5.3111
C -0.8234 4.4412 -4.4754
C -0.7682 1.6509 -3.3435
C -2.0214 1.2720 -3.8670
C -2.0964 0.2936 -4.8666
C -0.9176 -0.2667 -5.3849
C 0.3212 0.1152 -4.8715
C 0.3947 1.0499 -3.8376
H 2.5498 2.2173 -0.2714
H 1.6736 3.0639 -2.4568
H 3.0932 4.0891 0.6858
H 4.0470 6.2769 1.2570
H 2.6596 8.0028 2.4178
H 0.2672 7.5051 2.9047
H -0.7170 5.2780 2.3229
H 1.1709 0.0028 0.8612
H 1.3612 -1.6941 2.7038
H 2.3365 -0.9863 4.8947
H 2.6975 1.4334 5.3716
H 1.9058 3.1496 3.7268
H 0.3355 5.6161 -1.4911
H 1.1032 7.4586 -2.9674
H 0.7182 7.3459 -5.4290
H -0.5764 5.4362 -6.3809
H -1.3614 3.6046 -4.9196
H -2.9411 1.7461 -3.4957
H -3.0711 -0.0183 -5.2451
H -0.9708 -1.0029 -6.1799
H 1.2437 -0.3078 -5.2596
H 1.3666 1.3181 -3.4327
O -3.7959 -6.3286 3.5466
N -3.9306 -5.1289 3.8616
O -4.5422 -4.7503 4.8898
C -3.3837 -4.1292 2.9823
C -2.8879 -4.5275 1.7295
C -2.4624 -3.5377 0.8477
C -2.3451 -2.1452 1.2311
O -1.6905 -1.2964 0.5229
C -2.8997 -1.8005 2.5372
C -3.3757 -2.7965 3.3977
N -2.7884 -0.4915 3.1256
O -2.9731 -0.3765 4.3492
O -2.5135 0.5571 2.4130
N -1.8479 -4.0263 -0.3859
O -1.6294 -5.2699 -0.4590
O -1.5542 -3.2398 -1.2900
H -2.8478 -5.5665 1.4416
H -3.7149 -2.5257 4.3978


93
Properties=species:S:1:pos:R:3 method="wB97M-V/def2-TZVPD" orbital_gap_ha="0.2273 / 0.2514" charge=-1 multiplicity=3
Pd 0.3677 0.0494 0.6772
C 5.3098 -5.3062 -2.4519
C 5.6833 -4.6759 -1.2730
C 4.7928 -3.8280 -0.6300
C 3.5283 -3.5670 -1.1625
C 3.1656 -4.2110 -2.3452
C 4.0465 -5.0776 -2.9790
P 2.4665 -2.4275 -0.1855
C 0.7679 -2.6028 -0.9228
C 0.5699 -2.1920 -2.3426
C -0.1816 -2.8932 -3.1948
C -0.8119 -4.1559 -2.8009
C -0.6961 -4.6425 -1.5647
C 0.0381 -3.9164 -0.4776
C 2.8958 -0.7783 -0.8755
C 3.9902 -0.5770 -1.7136
C 4.2919 0.6925 -2.1928
C 3.4851 1.7613 -1.8341
C 2.3901 1.5499 -1.0016
C 2.0623 0.2923 -0.4874
H 5.9959 -5.9785 -2.9521
H 6.6629 -4.8543 -0.8464
H 5.0765 -3.3559 0.3046
H 2.1877 -4.0363 -2.7755
H 3.7434 -5.5732 -3.8936
H 1.0337 -1.2624 -2.6565
H -0.3236 -2.5371 -4.2088
H -1.3852 -4.7004 -3.5424
H -1.1772 -5.5816 -1.3101
H 0.6878 -4.6061 0.0780
H 4.6145 -1.4152 -2.0018
H 5.1462 0.8376 -2.8433
H 3.7054 2.7596 -2.1973
H 1.7748 2.4052 -0.7365
F -0.1592 2.2624 7.4439
C -0.4273 1.8319 6.1977
C 0.4215 0.9467 5.5552
F 1.5333 0.5328 6.1809
C 0.1401 0.5052 4.2807
F 1.0219 -0.3089 3.6676
C -0.9949 0.9235 3.5509
O -1.2391 0.5448 2.3402
C -1.8362 1.8086 4.2569
F -2.9725 2.2397 3.6634
C -1.5617 2.2559 5.5343
F -2.4071 3.1056 6.1419
C -0.6041 5.3308 2.8159
Si -0.0061 4.1513 1.4811
C 0.7864 5.1492 0.0943
C 1.2617 2.9833 2.2186
C -1.5829 3.3495 0.8164
Te -1.5736 1.5599 -0.3323
C -0.8556 2.4659 -2.1380
Si -2.2076 2.9145 -3.3507
C -3.4184 4.0955 -2.5363
C -3.0755 1.3516 -3.9100
C -1.4448 3.7693 -4.8413
H 0.2198 5.9035 3.2490
H -1.0723 4.7581 3.6223
H -1.3441 6.0372 2.4319
H 1.5450 5.8247 0.4993
H 0.0513 5.7560 -0.4408
H 1.2856 4.5016 -0.6309
H 2.2630 3.2533 1.8723
H 1.1222 1.9263 1.9664
H 1.2577 3.0593 3.3097
H -2.1093 4.0849 0.1991
H -2.2420 3.1175 1.6508
H -0.1441 1.7568 -2.5686
H -0.2776 3.3408 -1.8322
H -3.8496 3.6782 -1.6237
H -4.2428 4.3324 -3.2139
H -2.9223 5.0355 -2.2785
H -3.5245 0.8153 -3.0713
H -2.3633 0.6765 -4.3917
H -3.8673 1.5721 -4.6301
H -0.9397 4.6926 -4.5469
H -2.2052 4.0251 -5.5838
H -0.7057 3.1270 -5.3260
N -5.8256 -4.6530 4.7322
C -4.9720 -4.3692 4.0144
C -3.9132 -4.0166 3.1137
C -3.2055 -5.0160 2.4473
C -2.1933 -4.6724 1.5711
C -1.8612 -3.3333 1.3381
C -2.5743 -2.3401 2.0193
C -3.5855 -2.6756 2.8969
C -0.7963 -2.9991 0.4069
C -0.1758 -1.8563 0.0299
H -3.4552 -6.0544 2.6217
H -1.6430 -5.4532 1.0613
H -2.3083 -1.3001 1.8726
H -4.1290 -1.8998 3.4206


94
Properties=species:S:1:pos:R:3 method="wB97M-V/def2-TZVPD" orbital_gap_ha=0.2141 relative_energy_ev=0.5197 charge=+1
Y -0.7078 0.1414 0.5211
C 1.3362 1.8388 -4.4732
C 1.6050 0.5962 -3.9207
C 0.7281 0.0290 -3.0087
C -0.4352 0.7017 -2.6389
C -0.7002 1.9559 -3.1996
C 0.1797 2.5158 -4.1097
N -1.3074 0.1572 -1.6631
C -2.6232 0.1507 -1.9224
C -3.1918 0.1959 -3.2323
C -4.5425 0.2248 -3.4078
C -5.4399 0.2111 -2.3086
C -4.9525 0.1298 -1.0441
C -3.5508 0.0938 -0.8188
N -2.9847 0.1116 0.4050
N -3.7246 0.2455 1.4419
C -3.0287 0.2345 2.6394
C -3.6803 0.6972 3.7840
C -3.0101 0.6670 4.9887
C -1.7169 0.1549 5.0326
C -1.1390 -0.2708 3.8538
N -1.7650 -0.2322 2.6756
H 2.0214 2.2857 -5.1816
H 2.5021 0.0621 -4.2088
H 0.9226 -0.9459 -2.5806
H -1.5896 2.4916 -2.8931
H -0.0384 3.4893 -4.5300
H -2.5239 0.1943 -4.0818
H -4.9480 0.2549 -4.4117
H -6.5061 0.2575 -2.4875
H -5.6006 0.0993 -0.1782
H -4.6848 1.0843 3.6893
H -3.4842 1.0372 5.8879
H -1.1642 0.1025 5.9592
H -0.1291 -0.6621 3.8403
C 6.7665 2.8544 1.0009
C 6.2767 1.7584 1.9469
C 7.3061 0.6686 2.2070
C 7.5852 -0.1221 0.9356
C 6.2965 -0.6410 0.3550
C 6.2900 -1.7633 -0.4406
C 5.0969 -2.2422 -0.9767
F 5.1357 -3.3369 -1.7495
C 3.9025 -1.6316 -0.7280
C 3.8791 -0.4908 0.0840
C 2.6108 0.1654 0.3487
O 1.5301 -0.2739 -0.1173
C 2.6849 1.3498 1.1414
C 3.8757 1.7917 1.6209
N 5.0398 1.1522 1.4128
C 5.0755 0.0148 0.6278
C 1.3619 2.0247 1.3645
O 1.1666 3.1685 0.9538
O 0.4713 1.2654 1.8914
H 7.6779 3.3093 1.3888
H 6.0084 3.6321 0.9056
H 6.9663 2.4573 0.0054
H 6.0129 2.2173 2.9008
H 6.9203 -0.0070 2.9743
H 8.2169 1.1249 2.5925
H 8.2515 -0.9572 1.1491
H 8.0905 0.5114 0.2020
H 7.2154 -2.2812 -0.6592
H 2.9773 -2.0083 -1.1413
H 3.9325 2.6947 2.2160
C -2.0158 4.7522 0.8900
C -2.3327 3.2703 0.9227
O -1.3675 2.5152 0.1635
H -2.7334 5.2987 1.5020
H -2.0616 5.1299 -0.1315
H -1.0152 4.9278 1.2862
H -3.3074 3.0618 0.4798
H -2.3479 2.9123 1.9586
H -0.5045 2.9545 0.3479
C -6.6019 -3.4925 -1.1248
C -5.1139 -3.3917 -0.9562
C -4.5437 -3.2689 0.3097
C -3.1733 -3.1695 0.4651
C -2.3601 -3.1987 -0.6585
C -2.9027 -3.3079 -1.9295
C -4.2753 -3.4073 -2.0700
S -0.5859 -3.0796 -0.4359
C -0.3555 -4.6498 0.4350
O -0.4205 -2.0512 0.6677
H -7.1122 -3.4252 -0.1659
H -6.8691 -4.4401 -1.5950
H -6.9625 -2.6905 -1.7707
H -5.1833 -3.2483 1.1836
H -2.7362 -3.0604 1.4512
H -2.2574 -3.3201 -2.8004
H -4.7092 -3.4906 -3.0591
H -1.1456 -4.7804 1.1695
H 0.6142 -4.5972 0.9282
H -0.3672 -5.4589 -0.2937